No. 1
83
Properties=species:S:1:pos:R:3 method="wB97M-V/def2-TZVPD" e_homo_ev="-8.564 / -10.969" orbital_gap_ev="6.118 / 6.520" largest_force_ev_per_a=10.1 relative_energy_kcal_mol=23.3 charge=+1 spin_multiplicity=5 lumo_energy_ev="-2.446 / -4.449" total_energy_ha=-2964.52634 s2=6.02
Rh 1.6008 1.0972 1.5097
C 2.6195 -0.5632 2.1552
C 3.3786 0.2226 1.2241
C 2.8595 1.5424 3.0739
C 2.3044 0.2458 3.2932
C 3.5166 1.5403 1.7953
C 2.2588 -2.0213 2.0826
H 2.0999 -2.3779 1.0569
H 1.3562 -2.2150 2.6714
H 3.0429 -2.6446 2.5362
C 1.6884 -0.2153 4.5937
H 2.1662 -1.1354 4.9518
H 0.6004 -0.4155 4.5532
H 1.8405 0.5488 5.3698
C 2.8162 2.6973 4.0366
H 2.9093 2.3565 5.0716
H 1.8674 3.2534 3.9749
H 3.6342 3.3965 3.8372
C 4.1495 2.7367 1.1749
H 4.4986 3.4578 1.9080
H 3.4054 3.2481 0.5745
H 4.9877 2.5117 0.5170
C 3.8509 -0.1615 -0.1485
H 4.8967 0.1173 -0.3620
H 3.2483 0.3701 -0.8917
H 3.7858 -1.2292 -0.3136
C -2.0401 -2.0526 -0.4229
C -0.9828 -2.8752 -0.2511
C 0.3396 -2.4407 -0.8476
C 0.1668 -2.2595 -2.3675
C 0.2189 -0.8600 -2.9262
C -0.3337 0.4465 -2.4477
C -1.4833 0.3009 -1.4227
C -2.2825 -1.0421 -1.4984
H 1.1764 -3.1290 -0.6974
H -0.7745 -2.7658 -2.6647
H 0.6598 -1.5034 -0.3714
H -2.0967 -1.4466 -2.5236
H -2.9075 -2.1380 0.2396
H -0.9256 -3.5456 0.6030
H -3.3433 -0.7342 -1.4470
H -1.0654 0.4294 -0.4139
H 0.4621 1.1016 -1.9961
H -2.1896 1.1478 -1.5514
H 0.9724 -2.8254 -2.8921
H 1.1856 -0.6940 -3.4240
P -1.3155 -1.4030 -4.4162
C -2.7969 -2.5028 -4.7248
C -0.3433 -1.9137 -5.8597
P -0.8165 1.3968 -3.9504
C -1.9600 0.2549 -4.8223
C 0.5508 1.6430 -5.0931
C -1.6429 2.9601 -3.7566
H -3.7667 -2.0533 -4.4524
H -2.6879 -3.4475 -4.1680
H -2.8691 -2.7687 -5.7950
H -0.9815 -1.9591 -6.7546
H 0.0561 -2.9135 -5.6492
H 0.4722 -1.2124 -6.0458
H -2.2214 3.2003 -4.6599
H -0.8720 3.7309 -3.6222
H -2.3173 2.9413 -2.8904
H -2.9964 0.3850 -4.4479
H -1.9713 0.4320 -5.9205
H 0.9153 2.6642 -4.9175
H 0.2041 1.5912 -6.1391
H 1.3634 0.9316 -4.9265
O -2.4024 -2.2351 2.9565
S -3.0391 -0.9272 2.9292
O -4.4766 -0.8436 2.7785
N -2.2162 0.0909 1.8899
C -1.5418 1.0422 2.5293
S -0.6191 2.1661 1.6397
C -1.7094 1.0450 3.9869
C -1.1141 1.8427 4.9736
C -1.4396 1.6160 6.3174
C -2.3736 0.6175 6.6631
C -2.9426 -0.1976 5.6777
C -2.5526 0.0014 4.3557
H -0.4026 2.6299 4.6847
H -0.9890 2.2233 7.1028
H -2.6505 0.4656 7.7073
H -3.6731 -0.9726 5.8970

=====

No. 2
83
Properties=species:S:1:pos:R:3 method="wB97M-V/def2-TZVPD" e_homo_ev="-7.516 / -10.461" orbital_gap_ev="4.668 / 5.347" largest_force_ev_per_a=6.2 relative_energy_kcal_mol=15.6 charge=+1 spin_multiplicity=5 lumo_energy_ev="-2.848 / -5.114" total_energy_ha=-2964.53859 s2=6.04
Rh 1.3168 -1.2583 -0.4979
C -0.5445 -1.1095 0.3945
C -0.4292 -2.3169 -0.3624
C 1.2540 -2.3387 1.2409
C 0.4565 -1.1497 1.4092
C 0.6789 -3.0795 0.1487
C -1.5722 -0.0309 0.2091
H -1.8795 -0.0001 -0.8401
H -1.1739 0.9513 0.5169
H -2.4712 -0.2274 0.8127
C 0.4648 -0.2630 2.6115
H -0.2586 -0.6181 3.3523
H 0.1639 0.7552 2.3537
H 1.4462 -0.2554 3.0879
C 2.3081 -2.8336 2.1938
H 1.9781 -2.7641 3.2382
H 3.2098 -2.2291 2.0919
H 2.5412 -3.8752 1.9573
C 1.2327 -4.3353 -0.4427
H 1.7036 -4.9582 0.3234
H 2.0092 -4.0840 -1.1796
H 0.4489 -4.9013 -0.9554
C -1.3829 -2.7651 -1.4127
H -1.4618 -3.8534 -1.4437
H -1.0538 -2.4361 -2.3902
H -2.3672 -2.3220 -1.2648
C -0.7232 4.3884 -1.8993
C -1.9756 3.9231 -1.7840
C -2.7237 2.8796 -2.5690
C -2.2581 2.5451 -4.0032
C -1.1323 1.5065 -3.9613
C -0.0246 1.7370 -2.9662
C 0.9269 2.8803 -3.0524
C 0.2149 4.2590 -3.0512
H -3.7499 3.2553 -2.6345
H -1.9946 3.4746 -4.5159
H -2.8285 1.9608 -1.9567
H -0.2599 4.4014 -4.0328
H -0.3590 5.0773 -1.1267
H -2.5443 4.3519 -0.9479
H 0.9866 5.0407 -2.9625
H 1.5768 2.7990 -2.1619
H -0.3881 1.5959 -1.9427
H 1.6269 2.7937 -3.8945
H -3.1056 2.1210 -4.5672
H -1.6248 0.5481 -3.6675
P -0.1935 1.0322 -5.4186
C 0.1104 2.5824 -6.2958
C -1.1567 -0.0317 -6.4762
P 1.2209 -0.1472 -2.9209
C 1.3667 0.4118 -4.8857
C 0.7686 -1.8349 -3.6225
C 3.0853 -0.1198 -2.9513
H 1.1068 2.9990 -6.0919
H -0.6411 3.3428 -6.0346
H 0.0330 2.3993 -7.3743
H -1.0950 0.3937 -7.4886
H -2.2046 -0.0134 -6.1395
H -0.7831 -1.0657 -6.4648
H 3.4986 0.2600 -3.8893
H 3.4231 -1.1478 -2.7915
H 3.4240 0.5292 -2.1355
H 2.1287 1.2040 -5.0060
H 1.6845 -0.4447 -5.4950
H 0.8169 -2.6352 -2.8653
H 1.3989 -2.1477 -4.4639
H -0.2614 -1.7597 -4.0072
O -0.1384 2.9319 1.2618
S 1.2511 3.2384 0.9593
O 1.5345 4.5473 0.4088
N 1.8972 1.9977 0.0334
C 2.7878 1.2921 0.7318
S 3.4294 -0.1905 0.1793
C 3.1000 1.8014 2.0618
C 3.9165 1.2694 3.0688
C 3.8797 1.8350 4.3446
C 3.0432 2.9305 4.6077
C 2.2356 3.4784 3.6062
C 2.2893 2.9005 2.3426
H 4.5659 0.4319 2.8237
H 4.4830 1.4040 5.1467
H 3.0017 3.3416 5.6090
H 1.5539 4.3016 3.8001

=====

No. 3
83
Properties=species:S:1:pos:R:3 method="wB97M-V/def2-TZVPD" e_homo_ev="-8.745 / -11.560" orbital_gap_ev="6.194 / 5.771" largest_force_ev_per_a=6.1 charge=+1 spin_multiplicity=6 lumo_energy_ev="-2.551 / -5.788" total_energy_ha=-2302.88817 s2=8.77
Ru 0.0000 0.0000 0.0000
C 0.1780 1.1858 -1.8474
C -0.9226 1.6725 -1.0398
C 1.0479 1.9340 0.1851
C 1.3852 1.3228 -1.0969
C -0.3615 2.1632 0.2032
C 0.0679 0.6995 -3.2611
H -0.9280 0.2968 -3.4663
H 0.8025 -0.0826 -3.4715
H 0.2423 1.5230 -3.9666
C 2.7713 0.9629 -1.5328
H 2.7514 0.3072 -2.4077
H 3.2998 0.4366 -0.7320
H 3.3473 1.8609 -1.7955
C 2.0395 2.2887 1.2490
H 2.4870 3.2736 1.0578
H 2.8431 1.5465 1.2861
H 1.5661 2.3193 2.2342
C -1.1274 2.8654 1.2837
H -1.0823 3.9539 1.1432
H -0.7201 2.6385 2.2727
H -2.1823 2.5768 1.2744
C -2.3392 1.8499 -1.4975
H -2.5009 2.8528 -1.9182
H -3.0418 1.7216 -0.6688
H -2.5992 1.1209 -2.2706
C -3.4886 -6.3681 -0.3855
C -4.1726 -5.6529 -1.2865
C -5.6092 -5.1998 -1.2799
C -6.3530 -5.2196 0.0738
C -5.7003 -4.3487 1.1203
C -4.6854 -4.6423 1.9417
C -3.8912 -5.9137 2.0895
C -3.9628 -6.9336 0.9316
H -6.1779 -5.8023 -2.0056
H -6.4672 -6.2472 0.4231
H -5.6337 -4.1739 -1.6733
H -4.9730 -7.3393 0.8522
H -2.4368 -6.5495 -0.6083
H -3.6211 -5.3374 -2.1731
H -3.3178 -7.7792 1.1981
H -2.8394 -5.6309 2.2369
H -4.3664 -3.8491 2.6190
H -4.1900 -6.4159 3.0232
H -7.3685 -4.8463 -0.1037
H -6.1002 -3.3365 1.1864
P -0.7295 -2.0291 -0.7303
C 0.3908 -3.3052 -1.4324
C -2.2064 -2.1938 -1.8191
P -1.3412 -0.9211 1.5923
C -1.3005 -2.6535 0.9233
C -3.1341 -0.5125 1.7034
C -0.8734 -1.0162 3.3667
H 1.3537 -3.2094 -0.9241
H 0.5332 -3.1035 -2.4989
H -0.0115 -4.3160 -1.3059
H -2.6965 -3.1643 -1.6847
H -1.8956 -2.0965 -2.8638
H -2.9165 -1.3930 -1.5980
H -1.4270 -1.8007 3.8937
H -1.0778 -0.0498 3.8392
H 0.2013 -1.2095 3.4110
H -0.4579 -3.1721 1.3927
H -2.2062 -3.2671 0.9773
H -3.2619 0.3770 2.3279
H -3.7064 -1.3377 2.1413
H -3.5219 -0.2886 0.7065
O 3.5628 -2.1628 1.5002
C 3.2650 -0.8909 1.3916
O 2.0033 -0.5959 0.8611
C 4.5010 0.0871 1.5130
C 5.5227 0.0967 0.5276
C 6.5087 1.1131 0.4795
C 6.5192 2.1686 1.4105
C 5.5759 2.1313 2.4490
C 4.6140 1.1001 2.5242
N 7.4430 3.2663 1.2865
O 8.2331 3.2964 0.3903
O 7.3683 4.2082 2.0189
H 5.5261 -0.6414 -0.2597
H 7.2377 1.1087 -0.3237
H 5.5548 2.9338 3.1811
H 3.8756 1.1709 3.3112

=====

No. 4
102
Properties=species:S:1:pos:R:3 method="wB97M-V/def2-TZVPD" e_homo_ev="-11.045 / -11.045" orbital_gap_ev="7.806 / 3.405" largest_force_ev_per_a=6.7 charge=+1 spin_multiplicity=2 lumo_energy_ev="-3.239 / -7.640" total_energy_ha=-7634.30904 s2=0.76
C 4.6359 -2.7699 1.1521
C 3.2889 -2.0923 1.4215
C 2.7138 -1.2959 0.2597
C 1.2068 -1.1372 0.4660
N 0.4280 -0.3338 -0.6114
C 0.4992 -1.1011 -2.0030
C -0.2917 -2.3573 -1.7025
C -1.5058 -1.8408 -0.9197
C -1.1218 -0.4934 -0.3208
C 0.7085 1.1204 -0.8401
C 0.9241 1.9359 0.5034
C 1.6916 3.2286 0.3687
H 4.6765 -3.4914 0.3360
H 4.8400 -3.3661 2.0415
H 5.4503 -2.0463 1.1163
H 3.3168 -1.3991 2.2622
H 2.5356 -2.7782 1.8090
H 2.9297 -1.7479 -0.7084
H 3.2439 -0.3437 0.2392
H 1.0207 -0.6555 1.4259
H 0.6790 -2.0872 0.5505
H -0.0608 -0.5247 -2.7395
H 1.4789 -1.3515 -2.4098
H -0.5976 -2.8607 -2.6196
H 0.3342 -3.1555 -1.3035
H -2.3672 -1.7808 -1.5849
H -1.7323 -2.5749 -0.1464
H -1.7498 0.1902 -0.8922
H -1.1932 -0.4633 0.7664
H -0.0961 1.4914 -1.4751
H 1.6163 0.9656 -1.4232
H 1.5931 1.2142 0.9720
H 0.0752 2.0207 1.1819
H 2.6439 2.9260 -0.0665
H 1.9577 3.7271 1.3008
H 1.1247 3.8961 -0.2803
O -1.1082 -0.9287 -6.4980
C 0.0013 -0.5660 -6.1172
O 0.4142 0.6238 -5.8113
B 1.7962 0.6990 -5.3469
O 2.2985 -0.6394 -5.6548
C 1.2682 -1.4708 -5.8795
O 1.3600 -2.7240 -5.9537
O 2.5415 1.7016 -6.0948
C 2.9852 2.6173 -5.2836
O 3.6228 3.6050 -5.5961
C 2.5047 2.1786 -3.8877
O 1.8901 1.0517 -3.9564
O 2.8028 2.7818 -2.8034
N -6.6873 -2.5457 0.8613
C -6.2164 -2.4196 -0.4010
C -5.0327 -1.7011 -0.2595
C -4.9188 -1.2244 1.0219
C -5.9004 -1.8493 1.7399
H -7.4714 -3.1068 1.1622
H -6.6706 -2.9674 -1.2134
H -4.3687 -1.4206 -1.0638
H -4.1620 -0.5429 1.3811
H -6.1688 -1.6830 2.7727
N -0.8573 3.8455 -2.7810
C -1.5194 2.7256 -3.2055
C -2.5453 2.5520 -2.3735
C -2.6187 3.5723 -1.4485
C -1.4527 4.3178 -1.7081
H -0.0026 4.1839 -3.1993
H -1.1725 2.1175 -4.0279
H -3.1764 1.6769 -2.4207
H -3.4919 3.6985 -0.8255
H -1.0669 5.2554 -1.3360
C 3.9478 0.4902 4.7995
Cl 5.6044 0.4614 4.1363
Cl 3.2736 -1.1179 5.0365
Cl 3.9758 1.3196 6.2639
Cl 2.9143 1.3650 3.6648
C -2.6383 4.2276 2.6872
Cl -0.9352 4.4121 3.3190
Cl -3.0392 5.4015 1.4462
Cl -2.7149 2.6400 1.8791
Cl -3.8585 4.4155 3.9199
C 6.4535 4.4183 -1.3588
Cl 5.2552 3.9331 -0.1237
Cl 8.0793 4.4291 -0.5824
Cl 6.4322 3.2850 -2.7123
Cl 6.0606 6.0491 -1.8681
C -0.1857 -0.3669 5.2579
C -1.5306 -0.7320 4.6167
O -1.1871 -1.2460 3.4039
H 0.3670 -1.2408 5.6029
H -0.2576 0.2110 6.1793
H 0.4490 0.2136 4.5884
H -2.2680 0.0597 4.4838
H -2.0122 -1.4712 5.2568
H -1.9089 -1.7920 3.0839
C -1.8185 -5.1541 1.4832
C -2.8573 -4.5799 2.4424
O -2.8954 -3.1693 2.2625
H -1.7584 -6.2389 1.3952
H -0.8510 -4.6985 1.6942
H -2.0445 -4.9647 0.4339
H -2.5066 -4.7195 3.4649
H -3.8555 -5.0146 2.3906
H -3.4630 -2.9077 1.5337

=====

No. 5
84
Properties=species:S:1:pos:R:3 method="wB97M-V/def2-TZVPD" e_homo_ev="-12.006 / -12.004" orbital_gap_ev="5.586 / 2.986" largest_force_ev_per_a=5.8 relative_energy_kcal_mol=100.4 charge=+2 spin_multiplicity=3 lumo_energy_ev="-6.420 / -9.018" total_energy_ha=-7841.83019 s2=2.02
C -0.3434 6.5413 -3.0135
C -0.3984 5.1554 -3.2497
C -0.8481 4.7798 -4.5445
C -1.0578 5.7610 -5.5334
N -0.9243 7.0715 -5.3014
C -0.5812 7.4546 -4.0629
C -0.2549 4.1439 -2.2055
C -0.9811 3.1036 -1.8970
C -1.5308 2.0002 -1.1606
C -0.7209 0.7962 -1.2397
C -0.7296 -0.1115 -0.1297
C -1.7631 -0.0916 0.8036
C -2.6991 0.9644 0.7197
C -2.5229 2.0350 -0.1527
Ti 0.3631 2.4023 -0.7259
P 2.2503 -0.5434 0.6646
H -1.0775 3.7579 -4.8108
H -0.1812 6.9548 -2.0203
H -1.3562 5.4996 -6.5540
H -0.5082 8.5364 -3.9152
H -3.0518 2.9799 -0.0564
H -0.2975 0.5016 -2.2017
H -3.5643 0.9904 1.3764
H 0.1001 -0.8023 0.0616
C 2.0004 -2.0433 1.7586
C 2.6619 -3.3575 1.3378
H 0.9066 -2.1674 1.8301
H 2.3362 -1.7424 2.7628
H 2.5400 -4.0761 2.1591
H 2.1813 -3.8039 0.4521
H 3.7417 -3.2469 1.1516
C 2.6926 -1.3540 -0.9281
C 3.0641 -0.3597 -2.0137
H 1.8383 -1.9675 -1.2472
H 3.5206 -2.0429 -0.7238
H 3.3462 -0.9075 -2.9228
H 2.2161 0.2880 -2.2750
H 3.8921 0.2864 -1.7019
C 3.8876 0.1081 1.2228
C 5.0612 -0.8662 1.1623
H 3.7334 0.4777 2.2474
H 4.0718 0.9950 0.5946
H 5.9619 -0.3380 1.4989
H 4.9335 -1.7363 1.8197
H 5.2574 -1.2258 0.1443
Br -1.5498 -1.0997 2.3689
P -2.3624 -2.9937 -1.9262
C -0.5663 -3.1339 -1.5238
C -0.0643 -4.5719 -1.7071
H -0.4382 -2.7966 -0.4837
H -0.0221 -2.4375 -2.1801
H 1.0286 -4.6147 -1.6279
H -0.4670 -5.2351 -0.9292
H -0.3423 -4.9785 -2.6891
C -3.1723 -2.8371 -0.2913
C -4.6137 -3.3211 -0.1472
H -3.1038 -1.7770 -0.0462
H -2.5259 -3.3498 0.4269
H -4.9214 -3.2214 0.8996
H -5.3023 -2.7319 -0.7593
H -4.7322 -4.3758 -0.4186
C -2.6350 -1.3480 -2.6974
C -2.9526 -1.5478 -4.1821
H -1.7644 -0.7028 -2.5645
H -3.4812 -0.8799 -2.1743
H -3.1954 -0.5934 -4.6636
H -2.0929 -2.0067 -4.6913
H -3.8263 -2.2009 -4.2818
C 2.8344 0.4107 4.7041
N 1.4037 0.4571 4.8789
C 0.7778 -0.1194 5.9621
C -0.5336 0.1870 5.8634
N -0.7003 0.9496 4.7264
C -1.9773 1.5318 4.3566
C 0.4960 1.0890 4.0521
Se 0.9144 1.9752 2.4484
H 3.3000 0.3845 5.6971
H 3.1783 1.2913 4.1600
H 3.1320 -0.5037 4.1772
H 1.3387 -0.6670 6.7098
H -1.3452 -0.0372 6.5368
H -2.5921 0.7982 3.8196
H -2.4948 1.8005 5.2881
H -1.7952 2.4071 3.7282